Density functional theory data (the ωB97M-V functional and the def2-TZVPD basis) for a 14-piece molecular cluster, C30H53Cl39N8O4PS overall.

XYZ file:
```
136
C30H53Cl39N8O4PS (the ωB97M-V functional and the def2-TZVPD basis)
C 3.110 -6.052 -0.986
C 3.833 -4.676 -1.201
O 4.783 -4.495 -0.136
C 2.888 -3.424 -1.140
N 1.577 -3.610 -1.825
C 1.146 -2.289 -2.341
C -0.406 -2.081 -2.269
O -0.674 -1.229 -1.114
N -2.003 -1.027 -0.958
C -2.684 0.128 -1.581
C -3.480 1.016 -0.572
C -2.579 1.658 0.558
C -1.931 2.961 -0.046
N -0.545 3.130 0.464
C 0.329 2.203 -0.224
N 0.602 2.286 -1.479
N 0.895 1.175 0.611
C -2.673 -1.896 -0.244
N -1.943 -2.987 0.373
C -2.664 -3.233 1.658
S -2.258 -4.997 2.085
C -4.142 -3.012 1.113
P -5.129 -2.757 2.701
O -6.771 -3.025 2.414
O -4.858 -1.216 3.320
N -4.046 -1.940 0.104
C -5.037 -1.934 -0.987
C -4.769 -2.973 -2.147
C -5.061 -2.271 -3.541
C -6.619 -2.482 -3.821
N -7.150 -1.592 -4.872
H 3.898 -6.775 -0.669
H 2.710 -6.444 -1.958
H 2.299 -5.999 -0.223
H 4.378 -4.657 -2.169
H 4.262 -4.450 0.677
H 2.728 -3.103 -0.083
H 3.439 -2.586 -1.650
H 1.712 -4.235 -2.619
H 1.525 -2.116 -3.383
H 1.599 -1.494 -1.702
H -0.752 -1.616 -3.220
H -0.889 -3.081 -2.117
H -3.372 -0.286 -2.365
H -1.939 0.748 -2.133
H -3.889 1.875 -1.167
H -4.359 0.516 -0.108
H -3.246 1.901 1.415
H -1.821 0.910 0.889
H -2.572 3.838 0.171
H -1.907 2.845 -1.164
H -0.288 4.089 0.225
H 1.239 1.507 -1.686
H 0.284 0.976 1.402
H 0.978 0.320 0.063
H -1.924 -3.826 -0.207
H -2.354 -2.585 2.515
H -0.954 -4.863 2.532
H -4.347 -4.004 0.619
H -6.926 -3.975 2.348
H -4.495 -1.341 4.207
H -5.132 -0.913 -1.420
H -6.043 -2.175 -0.555
H -5.530 -3.794 -2.074
H -3.773 -3.474 -2.105
H -4.900 -1.163 -3.509
H -4.433 -2.669 -4.370
H -7.124 -2.213 -2.856
H -6.738 -3.567 -4.052
H -6.360 -1.291 -5.449
H -7.497 -0.741 -4.433
C 6.438 -2.599 2.531
Cl 6.700 -1.253 1.417
Cl 7.511 -2.470 3.928
Cl 4.746 -2.654 3.050
H 6.665 -3.523 2.009
C -9.482 -3.106 -7.213
Cl -8.837 -4.045 -8.567
Cl -10.596 -1.863 -7.793
Cl -10.285 -4.166 -6.048
H -8.654 -2.614 -6.711
C 7.012 -8.211 0.005
Cl 6.785 -6.655 0.816
Cl 8.256 -9.164 0.820
Cl 5.490 -9.110 -0.064
H 7.341 -8.019 -1.010
C -4.868 0.699 -8.093
Cl -5.500 -0.130 -9.513
Cl -6.061 1.836 -7.454
Cl -4.417 -0.486 -6.857
H -3.982 1.257 -8.377
C -7.603 -0.258 2.324
Cl -6.776 1.101 1.547
Cl -8.223 0.216 3.907
Cl -8.909 -0.860 1.296
H -6.884 -1.058 2.465
C 1.982 3.941 1.328
Cl 3.436 4.336 0.406
Cl 2.411 3.167 2.861
Cl 1.012 5.391 1.616
H 1.388 3.243 0.748
C 6.219 7.162 2.415
Cl 5.875 7.866 0.830
Cl 5.118 5.821 2.750
Cl 7.899 6.624 2.504
H 6.066 7.927 3.169
C 2.519 6.042 5.767
Cl 0.827 6.161 5.268
Cl 3.285 7.635 5.755
Cl 2.649 5.299 7.365
H 3.040 5.409 5.054
C 11.304 8.158 0.322
Cl 9.583 8.220 -0.072
Cl 12.011 9.777 0.291
Cl 11.552 7.401 1.901
H 11.803 7.554 -0.428
C 6.337 3.395 6.529
Cl 5.456 3.849 7.989
Cl 6.228 1.655 6.242
Cl 5.698 4.270 5.132
H 7.380 3.661 6.660
C 1.862 -1.080 5.381
Cl 1.967 -2.433 6.513
Cl 3.236 0.008 5.565
Cl 1.771 -1.659 3.711
H 0.956 -0.524 5.597
C -4.489 5.276 2.412
Cl -4.902 4.635 0.815
Cl -4.796 4.068 3.664
Cl -2.801 5.799 2.455
H -5.119 6.138 2.605
C 9.312 4.624 -2.183
Cl 10.057 5.946 -3.091
Cl 8.546 5.234 -0.713
Cl 8.139 3.763 -3.188
H 10.092 3.927 -1.896
```

Charge: +1

Here are the Mulliken charges for atoms 1 to 5, given in e: C -0.74; C -0.18; O -0.34; C -0.42; N -0.24

Density functional theory data (the ωB97M-V functional and the def2-TZVPD basis) for a 6-piece molecular cluster, C12H20Cl12O2 overall.

XYZ file:
```
46
C12H20Cl12O2 (the ωB97M-V functional and the def2-TZVPD basis)
Cl 14.603 -12.200 18.614
C 13.755 -13.065 19.937
Cl 12.036 -12.876 19.775
Cl 14.386 -12.546 21.507
H 14.062 -14.098 19.778
Cl 8.407 -20.850 23.725
C 8.963 -20.136 22.144
Cl 8.111 -20.818 20.802
Cl 10.660 -20.381 21.932
H 8.811 -19.057 22.130
Cl 8.946 -15.081 19.240
C 9.828 -15.531 20.746
Cl 10.190 -17.287 20.618
Cl 8.913 -15.204 22.196
H 10.767 -14.979 20.777
Cl 5.435 -17.784 20.990
C 5.512 -16.218 21.941
Cl 3.880 -15.781 22.354
Cl 6.188 -14.817 21.040
H 6.012 -16.428 22.886
C 8.065 -17.305 16.648
C 8.603 -18.762 16.317
C 8.298 -19.046 14.831
O 7.365 -18.039 14.471
C 7.705 -16.851 15.232
H 8.838 -16.697 17.118
H 7.149 -17.383 17.232
H 8.144 -19.511 16.961
H 9.691 -18.800 16.363
H 7.816 -20.016 14.715
H 9.175 -19.080 14.184
H 6.947 -16.067 15.204
H 8.612 -16.368 14.870
C 11.990 -16.313 16.216
C 13.445 -16.666 16.411
C 13.527 -16.683 17.898
O 12.698 -15.565 18.259
C 11.791 -15.166 17.198
H 11.323 -17.115 16.532
H 11.708 -16.107 15.184
H 14.017 -15.921 15.858
H 13.689 -17.641 15.991
H 14.532 -16.432 18.237
H 13.138 -17.570 18.398
H 12.063 -14.227 16.716
H 10.783 -15.191 17.613
```

ΔE to the lowest compared entry with this formula, charge and spin: 17.5 kcal per mole
Charge: 0

Here are the Mulliken charges for atoms 1 to 5, given in e: Cl -0.16; C 0.43; Cl -0.11; Cl -0.14; H -0.06

Density functional theory data (the ωB97M-V functional and the def2-TZVPD basis) for a 8-piece molecular cluster, C26H73N5O11 overall.

XYZ file:
```
115
C26H73N5O11 (the ωB97M-V functional and the def2-TZVPD basis)
C -7.221 5.007 0.721
O -5.902 4.399 0.819
C -5.992 3.415 1.909
C -5.075 2.242 1.587
C -4.972 1.292 2.904
N -3.729 2.732 1.430
H -7.381 5.732 1.520
H -8.058 4.314 0.637
H -7.287 5.569 -0.211
H -5.581 3.967 2.755
H -6.989 3.100 2.216
H -5.490 1.598 0.811
H -4.058 0.715 3.049
H -5.887 0.701 2.881
H -5.163 1.879 3.802
H -3.377 2.786 2.375
H -3.713 3.647 1.004
C 2.686 -1.330 11.019
O 2.281 -1.004 9.689
C 2.643 0.342 9.352
C 2.038 0.586 7.942
C 0.499 0.537 7.736
N 2.605 -0.438 7.108
H 2.280 -2.333 11.150
H 2.492 -0.601 11.806
H 3.766 -1.463 11.092
H 2.156 1.056 10.015
H 3.711 0.551 9.414
H 2.542 1.496 7.617
H 0.084 -0.377 7.309
H 0.206 1.433 7.190
H -0.056 0.798 8.637
H 3.569 -0.332 6.827
H 2.548 -1.295 7.639
C -7.130 0.808 -7.461
O -5.818 1.248 -7.136
C -4.952 0.647 -6.127
C -3.607 0.308 -6.747
C -3.650 -0.540 -8.056
N -2.811 -0.435 -5.818
H -7.281 1.286 -8.429
H -7.790 1.222 -6.699
H -7.260 -0.274 -7.457
H -4.691 1.332 -5.320
H -5.494 -0.216 -5.740
H -3.151 1.253 -7.043
H -4.161 0.061 -8.807
H -3.982 -1.578 -8.035
H -2.619 -0.611 -8.403
H -3.227 -1.350 -5.721
H -2.911 -0.127 -4.861
C -0.609 5.922 -3.334
O -0.504 7.280 -2.893
C -1.769 7.989 -2.664
C -1.671 9.510 -2.794
C -2.824 10.222 -2.104
N -1.549 9.878 -4.193
H 0.234 5.330 -2.979
H -0.592 5.736 -4.408
H -1.498 5.562 -2.816
H -2.462 7.835 -3.491
H -2.188 7.703 -1.699
H -0.837 9.872 -2.192
H -3.764 10.040 -2.626
H -2.581 11.269 -2.286
H -2.879 9.973 -1.045
H -0.703 9.386 -4.442
H -2.223 9.543 -4.866
C 1.450 -7.830 -1.806
O 2.102 -7.178 -0.692
C 3.133 -7.891 -0.099
C 2.693 -9.177 0.714
C 1.721 -8.847 1.785
N 3.846 -9.823 1.394
H 2.012 -8.285 -2.621
H 1.027 -6.982 -2.343
H 0.565 -8.417 -1.557
H 3.717 -8.109 -0.993
H 3.629 -7.192 0.574
H 2.268 -9.958 0.084
H 1.480 -9.790 2.276
H 0.725 -8.494 1.518
H 2.161 -8.091 2.435
H 4.021 -9.221 2.185
H 4.708 -9.802 0.868
O 2.817 -1.536 -5.981
C 3.795 -0.478 -5.821
C 5.210 -1.025 -5.842
O 5.405 -1.487 -4.567
H 1.929 -1.169 -5.969
H 3.598 0.208 -6.645
H 3.418 0.077 -4.962
H 5.841 -0.160 -6.047
H 5.271 -1.734 -6.669
H 4.657 -2.074 -4.433
O 1.058 -0.680 1.850
C 1.557 -1.475 0.729
C 0.639 -1.196 -0.521
O -0.716 -1.197 -0.288
H 1.615 -0.758 2.628
H 2.590 -1.298 0.428
H 1.435 -2.515 1.031
H 0.946 -1.801 -1.374
H 0.817 -0.205 -0.941
H -0.901 -0.631 0.465
O 7.971 -4.585 3.397
C 7.525 -3.294 2.979
C 7.867 -2.198 4.021
O 7.019 -2.468 5.102
H 8.246 -5.109 2.641
H 7.911 -2.968 2.013
H 6.438 -3.313 2.905
H 7.687 -1.179 3.681
H 8.909 -2.047 4.303
H 6.964 -3.426 5.102
```

ΔE to the lowest compared entry with this formula, charge and spin: 124.6 kcal per mole
Charge: 0

Here are the Mulliken charges for atoms 1 to 5, given in e: C -0.80; O -0.31; C -0.66; C 0.36; C -1.43

Number 1: E_LUMO -3.084 eV, DFT total energy -560567.9128 eV. Number 2: E_LUMO 0.299 eV, DFT total energy -167130.3661 eV. Number 3: E_LUMO 0.292 eV, DFT total energy -58109.7372 eV.